No. 1
Entry from the Open Molecules 2025 dataset: an isolated molecule of C4H3F3 (ωB97M-V with the def2-TZVPD basis set).

Structure (XYZ):
```
10
Properties=species:S:1:pos:R:3:nbo_charge:R:1
C 1.6600 0.6915 0.1680 -0.48
C 0.7662 -0.2437 -0.0053 0.35
F 0.9326 -1.5453 -0.1759 -0.31
C -0.6469 0.1994 -0.1086 0.25
F -0.8511 1.4961 -0.2573 -0.29
C -1.6168 -0.7049 -0.1026 0.16
F -2.8616 -0.2991 0.1491 -0.32
H 1.4076 1.7146 0.1141 0.23
H 2.7082 0.4143 0.3436 0.22
H -1.4981 -1.7229 -0.1252 0.18
```

The value obtained for the LUMO energy is 0.85 eV. For the total energy, the calculation gives -12346.97481 eV.

No. 2
Entry from the Open Molecules 2025 dataset: a cluster of 2 separate species, C2H5ClN2O2 in total (ωB97M-V with the def2-TZVPD basis set).

Structure (XYZ):
```
12
Properties=species:S:1:pos:R:3:nbo_charge:R:1
C 1.1741 -0.1728 0.7076 -0.63
C 0.7258 -0.2327 -0.7985 -0.29
N -0.5877 -0.7043 -1.0167 -0.37
N -2.1087 1.0520 -0.0425 0.56
O -1.9386 2.1117 -0.4740 -0.27
O -2.6532 0.4768 0.8183 -0.27
Cl -1.1778 -1.6884 0.1661 0.19
H 1.6705 -1.1749 1.0975 0.22
H 1.9706 0.4791 0.6962 0.20
H 0.4453 0.2408 1.3171 0.21
H 1.0545 0.7394 -1.1680 0.23
H 1.4253 -1.1268 -1.3031 0.22
```

The value obtained for the LUMO energy (alpha / beta) is -0.66 / -0.63 eV. For the total energy, the calculation gives -21745.58685 eV.

No. 3
Entry from the Open Molecules 2025 dataset: a cluster of 2 separate species, C4H11N3 in total (ωB97M-V with the def2-TZVPD basis set).

Structure (XYZ):
```
18
Properties=species:S:1:pos:R:3:nbo_charge:R:1
H -0.6813 -0.2214 -0.7024 0.35
N -1.3601 0.2921 -1.2562 -0.72
C -2.0829 0.9547 -0.4519 0.27
N -3.1171 1.7595 -0.8859 -0.82
H -2.0072 0.9092 0.6364 0.14
H -3.0600 2.0179 -1.8570 0.38
H -3.3262 2.5516 -0.2983 0.38
C 1.1284 -2.2736 -0.1278 -0.04
N 0.9141 -1.1970 0.4901 -0.41
C 1.9178 -0.1541 0.3473 -0.25
C 2.4043 0.3097 1.7156 -0.60
H 1.9886 -2.4283 -0.7851 0.14
H 0.4218 -3.0907 -0.0209 0.18
H 2.7832 -0.4833 -0.2431 0.17
H 1.4592 0.6873 -0.1768 0.20
H 3.1279 1.1169 1.6077 0.21
H 1.5713 0.6701 2.3196 0.21
H 2.8754 -0.5126 2.2544 0.21
```

The value obtained for the LUMO energy is 1.11 eV. For the total energy, the calculation gives -8795.82388 eV.

No. 4
Entry from the Open Molecules 2025 dataset: an isolated molecule of C24H30N4O3 (ωB97M-V with the def2-TZVPD basis set).

Structure (XYZ):
```
61
Properties=species:S:1:pos:R:3:nbo_charge:R:1
C 1.4294 -5.0650 0.1263 -0.71
C 1.0101 -3.6169 0.0244 0.69
O 0.8317 -3.0360 -1.0286 -0.65
N 0.8732 -2.9947 1.2186 -0.61
C 0.3860 -1.6299 1.2854 -0.14
C 0.7379 -0.9646 2.6175 -0.44
C 0.3666 0.4909 2.5401 0.07
C -0.8559 0.9401 3.0233 -0.23
C -1.2212 2.2683 2.8842 -0.22
C -0.3671 3.1637 2.2619 -0.22
C 0.8572 2.7245 1.7851 -0.22
C 1.2206 1.3960 1.9223 -0.25
C -1.1432 -1.6325 1.0898 0.68
O -1.9179 -1.8076 2.0109 -0.66
N -1.5151 -1.4378 -0.1815 -0.62
C -2.9081 -1.2941 -0.5702 -0.05
C -3.0253 -1.2692 -2.0964 -0.41
C -2.9497 0.1766 -2.6100 -0.23
N -2.0768 0.9693 -1.7721 -0.47
C -0.9580 1.5205 -2.3340 0.79
O -0.6723 1.3280 -3.5037 -0.69
N -0.2005 2.3293 -1.5294 -0.64
C 1.1226 2.7263 -1.9669 -0.25
C 2.2068 1.8376 -1.4118 -0.04
C 3.3221 2.3708 -0.7803 -0.17
C 4.3020 1.5400 -0.2634 -0.23
C 4.1759 0.1652 -0.3712 -0.23
C 3.0719 -0.3754 -1.0103 -0.20
C 2.0950 0.4569 -1.5261 -0.22
C -2.5335 1.1702 -0.4134 -0.22
C -3.4536 0.0193 0.0070 -0.42
H 0.6183 -5.6502 0.5555 0.23
H 1.6531 -5.4450 -0.8662 0.24
H 2.3066 -5.1638 0.7613 0.23
H 0.8622 -3.5324 2.0708 0.40
H 0.8563 -1.0839 0.4596 0.24
H 0.1734 -1.4540 3.4134 0.23
H 1.8076 -1.0769 2.8040 0.22
H -1.5276 0.2409 3.4979 0.23
H -2.1755 2.6051 3.2614 0.22
H -0.6524 4.1996 2.1522 0.21
H 1.5347 3.4165 1.3077 0.22
H 2.1763 1.0605 1.5473 0.22
H -0.8112 -1.4272 -0.9063 0.43
H -3.4671 -2.1366 -0.1449 0.22
H -3.9720 -1.7113 -2.4064 0.22
H -2.2209 -1.8670 -2.5269 0.21
H -2.5436 0.2095 -3.6218 0.26
H -3.9470 0.6306 -2.6200 0.18
H -0.3458 2.3292 -0.5327 0.40
H 1.1120 2.6577 -3.0596 0.25
H 1.2938 3.7671 -1.6761 0.20
H 3.4292 3.4436 -0.6978 0.20
H 5.1647 1.9673 0.2274 0.21
H 4.9396 -0.4820 0.0352 0.21
H 2.9680 -1.4452 -1.1142 0.23
H 1.2458 0.0327 -2.0408 0.23
H -1.6783 1.1847 0.2693 0.21
H -3.0609 2.1303 -0.3165 0.19
H -4.4702 0.1702 -0.3545 0.21
H -3.4800 -0.0401 1.0943 0.24
```

The value obtained for the LUMO energy is 0.65 eV. For the total energy, the calculation gives -37480.92807 eV.

No. 5
Entry from the Open Molecules 2025 dataset: a cluster of 2 separate species, C2H3N3OS in total (ωB97M-V with the def2-TZVPD basis set).

Structure (XYZ):
```
10
Properties=species:S:1:pos:R:3:nbo_charge:R:1
C 0.4517 0.6045 0.3594 -0.05
C -0.4308 -0.3245 0.0426 0.32
H 0.9771 3.0279 0.3510 0.18
H -0.0472 -2.1616 -0.6574 0.41
H -1.8841 -1.4869 0.9501 0.42
N 1.5183 0.2846 -0.3743 -0.26
N 1.3593 -0.9050 -1.0068 -0.06
N 0.1052 -1.1646 -0.7455 -0.35
O -1.8284 -0.1542 0.2149 -0.57
S -0.2211 2.2797 0.8658 -0.03
```

The value obtained for the LUMO energy is -1.74 eV. For the total energy, the calculation gives -19469.53140 eV.

No. 6
Entry from the Open Molecules 2025 dataset: a structure of composition C34H27GaN3O4S (ωB97M-V with the def2-TZVPD basis set).

Structure (XYZ):
```
70
Properties=species:S:1:pos:R:3:nbo_charge:R:1
Ga 1.8954 0.0220 -0.2785 1.54
O -3.5206 2.1797 3.2265 -0.72
C -2.4312 3.0509 3.0169 -0.11
C -1.3432 2.3108 2.3017 0.07
C -0.1731 2.9835 1.9295 -0.20
C 0.7776 2.3025 1.2188 0.07
N 0.6294 1.0094 0.8792 -0.64
C -0.4677 0.3272 1.2621 0.20
C -1.4771 0.9760 1.9743 -0.25
C -0.5562 -1.0771 0.8767 0.18
C -1.3620 -1.9573 1.5535 -0.24
C -1.6870 -3.2840 1.2582 0.00
C -2.7989 -3.9118 2.0772 -0.09
O -3.6757 -2.9765 2.6703 -0.71
C -1.0221 -4.1353 0.3558 -0.28
C 0.1814 -3.9018 -0.2316 0.06
N 0.8833 -2.7259 -0.1067 -0.32
H -4.2208 2.6542 3.6836 0.49
H -2.0260 3.4273 3.9640 0.20
H -2.7079 3.9134 2.4027 0.22
H -0.0259 4.0279 2.1712 0.24
H 1.6846 2.7865 0.8805 0.23
H -2.3856 0.4583 2.2416 0.26
H -1.8799 -1.5531 2.4150 0.25
H -2.3531 -4.4744 2.9020 0.21
H -3.3370 -4.6339 1.4565 0.19
H -4.3464 -2.7203 2.0293 0.47
H -1.4595 -5.1105 0.1782 0.23
H 0.6745 -4.6733 -0.8101 0.22
C 5.0712 -1.4397 2.2144 -0.20
C 5.0734 -2.7771 1.8400 -0.18
C 4.1631 -3.2448 0.8998 -0.19
C 3.2643 -2.3534 0.3363 -0.11
C 3.2556 -0.9998 0.6960 -0.48
C 4.1651 -0.5517 1.6471 -0.20
C 2.2004 -2.6759 -0.6455 0.18
C 2.3464 -2.5619 -2.0045 -0.26
C 1.3140 -2.3913 -2.9295 -0.12
C -0.0438 -1.9495 -2.7320 -0.14
C -0.8557 -1.9199 -3.8832 -0.14
C -2.1614 -1.4828 -3.8590 -0.21
C -2.7124 -1.0528 -2.6583 -0.18
C -1.9455 -1.0624 -1.5038 -0.27
C -0.6244 -1.4843 -1.5297 0.24
N 0.1698 -1.4547 -0.3100 -0.42
H 5.7836 -1.0857 2.9480 0.23
H 5.7857 -3.4596 2.2842 0.23
H 4.1544 -4.2889 0.6135 0.22
H 4.1867 0.4889 1.9480 0.21
H 3.3586 -2.6068 -2.3929 0.25
H 1.5894 -2.5138 -3.9699 0.22
H -0.4205 -2.2557 -4.8159 0.22
H -2.7486 -1.4778 -4.7669 0.23
H -3.7375 -0.7101 -2.6141 0.23
H -2.3862 -0.7257 -0.5764 0.23
O -1.0011 7.0696 -1.0841 -0.65
C -1.3019 5.8231 -0.6863 0.78
O -2.1978 5.6287 0.0894 -0.57
C -0.4623 4.7084 -1.2258 -0.19
C -1.0749 3.4853 -1.4827 -0.11
C -0.3123 2.3964 -1.8623 -0.25
C 1.0768 2.4988 -1.9236 -0.14
S 2.0819 1.0566 -2.2407 -0.23
C 1.6832 3.7313 -1.7124 -0.24
C 0.9129 4.8366 -1.3774 -0.19
H -0.3491 7.0548 -1.7957 0.49
H -2.1490 3.3997 -1.3764 0.23
H -0.7836 1.4518 -2.0933 0.23
H 2.7591 3.8179 -1.7808 0.24
H 1.4027 5.7836 -1.1819 0.22
```

As for the charge: +1. The value obtained for the LUMO energy (alpha / beta) is -4.10 / -4.19 eV. For the total energy, the calculation gives -111561.28050 eV.

The evaluated energy relative to the best compared isomer or geometry (same formula, charge and spin) for the records listed, in turn: 14.6; 105.8; 41.4; 1.4; 128.1; 112.3 kcal/mol.